Record 1
An isolated ion of composition CH4NO3S and charge -1 at a distorted geometry, computed with ωB97M-V with the def2-TZVPD basis set.

Results
SMILES string: CO[S@](=N)(=O)[O-]
Relative energy (zero: lowest compared OMol25 entry of this formula, charge and spin): 29.6 kcal/mol
F_max: 3.97 eV/Å
Orbital gap: 8.8 eV
Total charge: -1

```
10
Properties=species:S:1:pos:R:3:forces:R:3
C -1.53543 0.29709 0.03563 2.047 1.379 -0.405
N 2.07538 -0.74833 0.70536 -0.225 -0.327 0.415
O 1.10991 1.35525 0.21477 -0.464 3.940 0.117
O 0.82325 -0.40812 -1.42564 -0.704 -0.361 -1.214
O -0.51251 -0.41507 0.68364 2.039 -0.218 -0.143
S 0.98272 -0.01335 -0.05201 0.233 -1.299 1.657
H -2.35676 0.04483 0.70947 -0.829 0.412 -1.251
H -1.33890 0.07401 -1.03387 -1.909 -0.586 0.145
H -1.21004 1.38887 -0.01038 -1.053 -0.764 0.837
H 1.96238 -1.57518 0.17303 0.865 -2.176 -0.158
```
Forces are in eV/Å.

=====

Record 2
C48H38AsMoN4O6S3 as an isolated structure at a distorted geometry, computed with ωB97M-V with the def2-TZVPD basis set.

Results
F_max: 1.20 eV/Å
Orbital gap (spin up / spin down): 5.4 / 5.1 eV
2S+1: 3
Total charge: +1

```
101
Properties=species:S:1:pos:R:3:forces:R:3
Mo -0.24185 -0.92888 -0.24213 1.095 -0.498 -0.008
S -1.97201 -2.58136 3.56434 -0.071 -0.119 0.164
C -3.32255 -1.93801 2.73652 -0.038 0.024 -0.002
C -2.96439 -1.27698 1.59743 0.099 0.048 -0.019
C -1.55120 -1.25888 1.37976 -0.033 0.085 0.029
C -0.90774 -1.93999 2.38724 0.450 -0.028 0.122
C 0.55559 -1.99969 2.43506 -0.390 0.038 -0.087
C 1.33510 -2.55346 3.43884 0.046 -0.095 0.050
C 2.71013 -2.43828 3.35739 -0.004 -0.105 0.038
C 3.28947 -1.75515 2.29432 0.068 0.038 -0.020
C 2.46344 -1.24151 1.31871 -0.135 -0.097 0.077
N 1.13638 -1.39049 1.38230 -0.095 0.033 0.058
H -4.31669 -2.09606 3.12794 0.029 0.009 -0.014
H -3.69281 -0.83004 0.93235 0.019 -0.015 0.002
H 0.86228 -3.05300 4.27416 0.020 0.008 -0.007
H 3.33497 -2.86711 4.13049 -0.011 0.006 -0.009
H 4.35898 -1.62118 2.21827 -0.001 -0.023 0.012
H 2.84387 -0.68401 0.47157 0.020 0.004 -0.047
O -0.11413 -3.92394 -2.52390 0.082 0.002 0.205
S -0.69226 -3.58860 -1.25473 -0.180 0.308 -0.314
O 0.22912 -3.17520 -0.15577 -0.086 0.347 -0.282
N -1.55630 -2.24403 -1.25366 -0.248 0.180 -0.700
C -2.29130 -1.79860 -2.37610 0.238 -0.170 0.437
C -3.06033 -2.55316 -3.21430 -0.173 -0.160 -0.166
C -3.74003 -1.93752 -4.29096 0.070 -0.117 0.100
C -3.64399 -0.59367 -4.50551 0.006 0.109 0.038
C -2.85090 0.20234 -3.64364 -0.080 0.075 -0.155
C -2.66855 1.59560 -3.80821 -0.108 -0.017 -0.127
C -1.85011 2.27265 -2.95719 0.116 0.025 0.123
C -1.19469 1.57308 -1.93031 0.034 0.117 -0.185
N -1.34644 0.28119 -1.72443 -0.311 -0.264 -0.143
C -2.17731 -0.41548 -2.58364 0.154 0.281 0.162
C -1.66251 -4.91537 -0.71754 -0.084 -0.202 0.218
C -2.43832 -4.73552 0.42714 0.041 -0.091 -0.102
C -3.19739 -5.79889 0.87610 -0.034 -0.028 -0.013
C -3.17096 -7.00920 0.18940 -0.024 -0.013 0.015
C -2.39174 -7.16949 -0.94762 0.012 -0.032 -0.022
C -1.62117 -6.11649 -1.41758 -0.109 0.087 0.112
H -3.14900 -3.62188 -3.06160 0.000 0.021 -0.011
H -4.34009 -2.54807 -4.95259 0.022 -0.007 0.032
H -4.16124 -0.12276 -5.33167 0.019 -0.005 0.019
H -3.16992 2.10717 -4.62156 0.009 -0.026 0.014
H -1.66251 3.33188 -3.06240 -0.010 -0.016 -0.012
H -0.50353 2.08682 -1.28558 0.025 0.005 0.002
H -2.45014 -3.78120 0.93992 0.014 -0.033 -0.043
H -3.81584 -5.68680 1.75652 0.012 -0.007 0.005
H -3.77061 -7.83706 0.54483 0.009 0.006 0.000
H -2.38222 -8.11612 -1.47093 -0.004 0.014 0.010
H -1.00968 -6.21189 -2.30412 0.013 0.012 0.025
N 1.39191 -1.30269 -1.93782 -0.076 0.083 0.096
C 2.09058 -0.20796 -2.59247 0.091 -0.248 0.065
C 3.42800 0.02624 -2.30011 -0.024 0.053 -0.026
C 4.09929 1.05263 -2.94673 -0.054 0.287 -0.045
C 3.43257 1.87494 -3.85870 -0.022 -0.509 0.333
C 2.10579 1.60672 -4.15274 -0.065 0.043 -0.165
C 1.43805 0.55361 -3.54043 0.006 0.107 -0.004
S 4.29501 3.20054 -4.69839 0.550 0.798 0.108
O 4.99163 3.90130 -3.62096 -0.305 -0.259 0.198
O 3.22597 3.96804 -5.30755 -0.160 -0.107 -0.020
O 5.18666 2.52405 -5.61261 -0.117 -0.247 -0.058
H 0.93934 -1.89174 -2.63791 0.003 0.083 -0.050
H 2.07646 -1.92414 -1.51370 0.032 -0.014 0.012
H 3.95696 -0.62937 -1.61324 0.016 0.038 -0.005
H 5.14937 1.23364 -2.75597 0.009 0.011 0.018
H 1.61876 2.22326 -4.89910 0.003 -0.006 0.035
H 0.42909 0.30022 -3.83665 -0.151 0.024 -0.002
O 0.55540 0.87048 0.12420 -0.158 0.147 0.436
As 0.57532 1.96847 1.46630 -0.239 -0.343 -0.256
C 2.17640 2.94439 1.37005 0.250 0.042 0.017
C 2.77015 3.11829 0.12386 0.103 0.164 -0.058
C 3.87881 3.94823 0.01765 0.028 0.050 -0.196
C 4.38915 4.56627 1.15137 0.105 0.079 -0.147
C 3.79366 4.38933 2.39127 -0.017 0.015 0.092
C 2.67614 3.58203 2.50874 -0.145 0.044 -0.064
C 0.39683 1.16118 3.18180 0.010 -0.224 0.033
C 1.53859 0.79372 3.89108 -0.094 0.004 0.050
C 1.40412 0.23501 5.15366 -0.004 0.072 -0.010
C 0.14138 0.03064 5.69214 -0.020 0.021 0.013
C -0.99581 0.38049 4.97370 0.040 0.027 0.053
C -0.87387 0.94806 3.71620 0.117 0.136 0.103
C -0.90826 3.12007 1.21198 -0.144 0.045 -0.011
C -2.16745 2.58846 0.93228 -0.012 0.050 0.009
C -3.24659 3.44363 0.78776 0.012 0.030 0.020
C -3.06550 4.81642 0.92642 -0.010 0.000 -0.006
C -1.81003 5.33876 1.19967 0.003 -0.004 -0.031
C -0.71949 4.48998 1.34387 -0.122 0.032 -0.060
H 2.37206 2.64298 -0.76329 -0.013 -0.088 -0.057
H 4.31937 4.13683 -0.95743 0.029 -0.140 -0.013
H 5.25276 5.21283 1.05770 -0.022 -0.022 -0.001
H 4.18529 4.89717 3.26390 -0.007 -0.039 -0.031
H 2.18158 3.48923 3.46658 -0.005 -0.096 0.043
H 2.52445 0.92917 3.46629 0.017 0.087 -0.006
H 2.28786 -0.03783 5.71646 -0.017 -0.008 -0.009
H 0.04159 -0.40140 6.67985 -0.001 0.009 -0.009
H -1.97921 0.21545 5.39435 0.028 0.015 -0.001
H -1.76501 1.22653 3.17137 -0.001 0.035 -0.041
H -2.30389 1.51844 0.81344 0.023 0.001 0.037
H -4.22844 3.04347 0.56893 0.018 0.013 0.001
H -3.91124 5.48233 0.81436 0.014 -0.004 -0.002
H -1.67314 6.40803 1.28873 -0.008 -0.008 0.012
H 0.26464 4.89788 1.53692 0.011 0.002 0.019
```
Forces are in eV/Å.